Molecular formula: C6H8
Method: DFT, ωB97M-V/def2-TZVPD

Structure (XYZ):
```
14
Properties=species:S:1:pos:R:3:forces:R:3:nbo_charge:R:1
C 2.055 -0.951 -0.705 0.073 -0.190 0.165 -0.5611
C 1.606 -0.805 0.520 0.220 0.457 -0.537 0.1604
C 0.759 0.321 1.050 0.555 -0.867 0.394 -0.5793
C -0.377 0.553 0.178 -1.198 0.589 -0.368 0.1131
C -1.821 0.462 0.394 -0.043 0.502 0.193 -0.4732
C -1.211 0.112 -0.951 0.275 -0.333 -0.087 -0.4552
H 2.845 -1.645 -0.985 -0.253 -0.051 0.067 0.2218
H 0.343 0.133 2.046 0.313 -0.034 0.004 0.2409
H 1.451 1.162 1.135 -0.167 0.178 0.007 0.2547
H 1.650 -0.312 -1.501 0.124 -0.142 0.142 0.2091
H -2.340 1.416 0.498 -0.132 -0.249 -0.089 0.2171
H -2.215 -0.336 1.019 -0.012 -0.024 -0.085 0.2100
H -1.225 -0.947 -1.218 0.151 0.176 0.030 0.2199
H -1.389 0.768 -1.802 0.094 -0.010 0.164 0.2219
```
Positions in Å, forces in eV/Å.

As for the gap between HOMO and LUMO (alpha / beta): 9.095 / 7.705 eV. The value obtained for the energy relative to the best compared isomer or geometry (same formula, charge and spin) is 492.65 kJ/mol. As for the HOMO energy (alpha / beta): -8.639 / -7.838 eV.



Molecular formula: C32H74N4O10
Method: DFT, ωB97M-V/def2-TZVPD

Structure (XYZ):
```
120
Properties=species:S:1:pos:R:3:forces:R:3:lowdin_charge:R:1
C 21.082 22.745 18.516 0.257 -0.036 0.846 -0.0909
O 21.070 22.752 17.106 0.041 0.861 -0.683 -0.2026
C 20.875 24.095 16.627 -0.739 -1.531 0.335 -0.1867
C 20.727 24.021 15.135 -0.662 0.159 -0.369 -0.0803
N 19.684 22.976 14.851 -1.163 -0.852 -0.481 0.0510
H 19.817 22.204 15.530 0.273 0.278 -0.303 0.1718
H 18.706 23.298 15.025 0.741 0.116 0.153 0.1799
C 19.528 22.437 13.410 0.911 1.681 0.440 -0.0657
C 18.351 21.494 13.337 1.215 0.282 -0.795 -0.2468
O 17.240 22.213 13.764 -0.189 -0.507 0.651 -0.1835
C 16.202 21.301 14.221 0.444 0.759 -0.203 -0.0391
H 21.180 21.714 18.830 -0.096 -0.179 0.045 0.0945
H 20.160 23.175 18.942 0.211 -0.119 -0.195 0.1002
H 21.949 23.289 18.927 -0.262 -0.017 -0.258 0.1058
H 21.653 24.738 16.945 1.029 0.678 0.109 0.1289
H 19.963 24.438 17.099 -0.485 0.463 -0.005 0.1265
H 21.646 23.774 14.631 0.314 -0.546 -0.071 0.1380
H 20.401 24.959 14.689 -0.151 0.044 0.190 0.1453
H 20.500 22.082 13.084 -0.017 -0.607 0.122 0.1365
H 19.389 23.370 12.839 -0.395 -0.460 -0.006 0.1445
H 18.621 20.548 13.832 -0.542 0.268 0.654 0.1347
H 18.243 21.199 12.300 -0.095 -0.041 -0.498 0.1389
H 16.192 20.428 13.557 -0.098 -0.123 0.674 0.0636
H 15.257 21.770 14.077 -0.727 0.457 -0.376 0.0705
H 16.326 21.236 15.302 0.123 -0.952 0.003 0.0965
C 9.350 28.575 17.359 -0.425 0.352 -1.054 -0.0750
O 8.843 27.292 16.969 -0.157 0.146 0.370 -0.1757
C 9.510 26.708 15.866 -0.846 0.928 1.277 -0.1967
C 10.651 25.886 16.436 -0.166 0.900 0.313 -0.1209
N 11.088 24.989 15.389 1.028 -0.160 -0.275 0.0221
H 10.301 24.520 14.959 -1.127 -0.558 0.090 0.1352
H 11.395 25.550 14.607 1.170 0.016 -0.341 0.1891
C 11.906 23.798 15.856 -0.993 0.410 -0.686 -0.0414
C 11.562 22.691 14.862 1.544 -1.279 1.190 -0.2483
O 10.178 22.675 14.759 -0.067 0.286 -0.228 -0.2110
C 9.844 21.726 13.746 0.186 -0.439 -0.021 -0.0431
H 10.353 28.575 17.766 0.342 -0.381 0.142 0.0813
H 8.692 29.041 18.083 -0.217 -0.389 0.123 0.0965
H 9.342 29.232 16.475 0.093 -0.039 0.157 0.0948
H 9.789 27.538 15.219 0.572 -0.191 -0.458 0.1276
H 8.792 26.077 15.313 0.184 0.085 0.342 0.1465
H 10.316 25.275 17.257 -0.513 -0.091 0.231 0.1383
H 11.470 26.502 16.848 -0.165 -0.266 -0.556 0.1542
H 11.382 23.612 16.825 1.054 -0.311 -0.611 0.1498
H 12.970 24.031 15.917 -0.266 0.000 0.221 0.1388
H 11.956 21.751 15.352 -0.356 0.591 -0.758 0.1535
H 12.009 22.722 13.841 0.165 0.380 0.771 0.1343
H 10.480 21.909 12.856 -0.533 -0.232 0.326 0.1035
H 8.796 21.878 13.542 -0.249 -0.240 -0.221 0.0958
H 10.066 20.724 14.152 -0.238 0.235 -0.478 0.1058
C 11.822 14.613 15.591 -0.323 0.218 0.592 -0.1067
C 12.483 14.858 14.261 -1.084 -0.241 -0.578 -0.2867
C 13.886 15.406 14.413 -0.549 -0.638 -1.289 -0.1951
C 14.294 16.092 13.115 -0.265 0.458 0.824 -0.0874
N 15.774 16.516 13.204 -1.005 -0.489 -0.347 -0.2883
C 16.240 17.072 11.880 0.513 -0.784 -0.108 -0.0880
C 17.785 16.900 11.886 -1.148 -0.456 -0.003 -0.1208
C 18.064 15.868 13.044 -0.668 -0.122 -1.481 -0.1236
C 16.661 15.346 13.481 0.971 0.357 -0.279 -0.1027
C 15.916 17.502 14.303 0.167 0.778 -0.592 0.0271
H 10.806 14.232 15.458 0.148 0.006 -0.015 0.0820
H 11.720 15.576 16.132 0.102 -0.498 -0.132 0.0879
H 12.378 13.910 16.208 0.033 -0.080 0.233 0.0688
H 11.794 15.559 13.757 0.672 -0.194 0.004 0.0619
H 12.426 13.929 13.635 0.424 0.569 0.399 0.1228
H 14.539 14.543 14.560 0.196 0.311 0.602 0.1142
H 13.854 16.120 15.214 0.290 0.059 0.621 0.1071
H 13.727 17.031 12.979 0.207 -0.438 -0.108 0.1458
H 14.036 15.391 12.293 0.968 0.577 0.124 0.1294
H 15.889 18.106 11.738 -0.276 -0.466 0.048 0.0954
H 15.790 16.357 11.155 0.294 0.753 0.214 0.1384
H 18.304 17.842 12.029 0.023 0.107 0.148 0.0931
H 18.015 16.557 10.866 0.433 -0.123 0.562 0.1167
H 18.697 16.328 13.793 -0.193 -0.260 0.365 0.1041
H 18.555 15.021 12.596 0.646 -0.290 0.201 0.1038
H 16.607 14.992 14.533 -0.073 0.422 -0.792 0.1416
H 16.316 14.555 12.796 0.284 0.140 0.366 0.1460
H 15.260 18.353 14.016 0.309 -0.439 0.587 0.1031
H 16.973 17.857 14.333 -0.822 -0.385 0.083 0.1161
H 15.626 16.962 15.206 0.182 0.645 0.042 0.1007
C 9.554 10.905 9.847 -0.043 -1.152 1.657 -0.0997
C 9.772 11.992 10.891 1.871 0.359 -0.223 -0.2136
C 10.913 12.956 10.396 0.146 -1.396 1.423 -0.1959
C 10.224 14.046 9.721 0.163 1.075 -0.461 -0.1700
N 11.192 15.025 9.146 -0.365 2.129 -0.061 -0.2654
C 11.723 14.659 7.816 -0.054 0.831 -1.020 -0.0937
C 11.986 16.051 7.112 -0.366 -0.540 -0.163 -0.1124
C 11.221 17.193 7.898 -0.098 -2.109 -0.616 -0.1107
C 10.414 16.346 8.890 -0.827 -0.282 -0.037 -0.0855
C 12.263 15.479 10.092 0.237 0.096 -0.160 0.0083
H 9.248 11.282 8.902 -0.261 0.552 -0.850 0.0555
H 8.776 10.188 10.175 0.458 0.282 -0.223 0.0870
H 10.499 10.365 9.711 -0.273 -0.100 -0.048 0.0795
H 10.106 11.668 11.901 -0.648 -0.364 -0.780 0.1222
H 8.915 12.635 10.998 -0.626 -0.074 0.342 0.0984
H 11.621 12.494 9.692 -0.159 -0.302 0.313 0.1238
H 11.472 13.291 11.285 -0.147 0.113 -0.444 0.1085
H 9.556 14.586 10.392 0.127 0.098 0.002 0.1452
H 9.685 13.652 8.867 -0.400 0.096 -0.077 0.1343
H 12.603 14.010 7.860 -0.039 0.293 0.317 0.1311
H 10.953 14.074 7.289 0.127 0.404 0.181 0.1349
H 13.034 16.278 7.107 0.627 0.005 0.071 0.0950
H 11.713 15.957 6.057 -0.177 0.162 0.218 0.1114
H 11.983 17.787 8.387 -0.348 0.564 -0.014 0.0958
H 10.543 17.753 7.220 0.628 -0.139 0.688 0.1304
H 10.205 16.777 9.880 0.038 0.069 -0.200 0.1130
H 9.461 16.023 8.436 0.337 0.176 0.133 0.1457
H 11.775 15.629 11.062 0.180 -0.251 0.207 0.0843
H 12.567 16.476 9.754 0.237 -0.370 0.116 0.0969
H 13.132 14.801 10.066 -0.534 0.112 0.204 0.1110
O 9.463 17.393 14.063 -1.049 1.641 0.254 0.0705
C 9.903 17.160 12.795 0.538 -3.255 0.799 -0.8678
O 9.699 17.868 11.849 -0.960 3.438 -1.908 0.0111
O 10.459 16.052 12.718 0.943 -1.444 -0.379 -0.0741
H 8.814 18.112 13.960 0.333 -0.164 0.337 0.1021
O 12.932 19.277 11.132 -0.375 0.001 -0.340 0.0779
C 13.647 19.744 12.182 0.540 -0.192 1.383 -0.8003
O 14.872 19.631 11.955 0.682 0.695 0.741 -0.0889
O 13.052 20.119 13.246 0.711 -0.215 -1.586 -0.0593
H 12.046 19.261 11.461 -1.589 -0.168 0.070 0.0699
```
Positions in Å, forces in eV/Å.

As for the gap between HOMO and LUMO: 6.866 eV. The total charge is +2. As for the HOMO energy: -10.899 eV.



Molecular formula: BrHNO3S
Method: DFT, ωB97M-V/def2-TZVPD

Structure (XYZ):
```
7
Properties=species:S:1:pos:R:3:forces:R:3:nbo_charge:R:1
N -0.835 1.961 -0.162 -0.013 0.196 0.743 -0.6408
O 0.164 -1.879 -0.750 0.954 0.571 1.534 -0.9633
O 0.013 -1.532 1.756 0.709 -0.282 -0.770 -0.9661
O 1.834 -0.367 0.471 -0.432 -1.038 -0.142 -0.9786
S 0.515 -1.050 0.451 -1.259 1.038 -0.574 2.0290
Br -1.834 1.124 -1.418 -0.079 -0.107 -0.445 0.1926
H 0.143 1.742 -0.348 0.120 -0.378 -0.346 0.3271
```
Positions in Å, forces in eV/Å.

As for the gap between HOMO and LUMO (alpha / beta): 8.956 / 5.540 eV. The value obtained for the energy relative to the best compared isomer or geometry (same formula, charge and spin) is 246.89 kJ/mol. The total charge is -1. As for the HOMO energy (alpha / beta): -5.663 / -3.122 eV.



Molecular formula: C2H10NO2
Method: DFT, ωB97M-V/def2-TZVPD

Structure (XYZ):
```
15
Properties=species:S:1:pos:R:3:forces:R:3:lowdin_spin:R:1
C -1.499 -0.552 -0.998 0.451 0.415 0.698 0.0275
C -1.206 1.887 -1.092 -0.391 1.002 0.083 0.5576
N -0.681 0.631 -1.118 -0.343 0.225 -0.353 0.2844
H -2.138 -0.748 -1.856 -0.052 0.112 -0.122 0.0077
H -2.090 -0.452 -0.088 -0.496 -0.123 -0.009 0.0105
H -0.832 -1.383 -0.825 0.057 -0.360 -0.253 -0.0003
H -2.255 2.151 -1.062 -0.109 -0.835 -0.066 0.0576
H -0.581 2.749 -0.969 0.606 -0.084 -0.036 0.0509
H 0.312 0.533 -0.992 -0.161 -0.134 -0.150 0.0025
H 2.383 -1.201 -0.515 -0.458 0.199 0.290 0.0001
H 1.238 -0.782 0.474 0.352 0.017 0.161 0.0001
O 1.452 -0.937 -0.453 0.560 -0.346 -0.165 0.0011
H 1.965 -1.355 2.938 -0.323 -0.019 -0.428 0.0000
H 2.189 -0.127 3.686 -0.338 0.524 -0.408 0.0000
O 1.744 -0.414 2.869 0.645 -0.596 0.757 0.0002
```
Positions in Å, forces in eV/Å.

As for the gap between HOMO and LUMO (alpha / beta): 5.633 / 9.854 eV. The value obtained for the energy relative to the best compared isomer or geometry (same formula, charge and spin) is 8.35 kJ/mol. Its expectation value of S² is 0.753. As for the HOMO energy (alpha / beta): -5.285 / -9.508 eV. As for the spin multiplicity: 2.